# C29H56AgFN3O4Pb

C29H56AgFN3O4Pb as an isolated structure at a distorted geometry (the ωB97M-V functional and the def2-TZVPD basis, the Open Molecules 2025 dataset).

Results
spin multiplicity: 2
<S²>: 0.7574
energy: -55582.824 eV
largest force on an atom: 3.50 eV/Å
total charge: +2

```
95
Properties=species:S:1:pos:R:3:lowdin_spin:R:1
Pb -3.43374 -1.33085 -3.12442 0.003
Ag -1.19957 -1.85638 -0.17424 0.021
C -5.25528 4.79049 -1.03497 0.000
C -3.84225 4.27916 -1.42433 0.000
C -2.81208 5.22301 -0.77821 0.000
O -1.54175 4.62338 -0.97821 0.000
C -0.45169 5.52860 -0.83219 0.000
N -3.58066 2.91830 -0.88958 0.000
H -2.62002 2.54690 -0.83746 0.000
H -3.88373 2.85396 0.08545 0.000
H -3.99064 2.13869 -1.41224 0.000
H -5.46048 4.97405 0.01852 0.000
H -6.07905 4.13954 -1.33947 0.000
H -5.36286 5.67748 -1.65817 0.000
H -3.78121 4.26433 -2.50821 0.000
H -3.05422 5.54091 0.24011 0.000
H -2.83353 6.15150 -1.35821 0.000
H -0.46279 6.43875 -1.43199 0.000
H 0.34650 4.89204 -1.22697 0.000
H -0.21412 5.69467 0.22017 0.000
C -0.54219 0.77960 -2.16498 0.000
O -1.46689 -0.21374 -1.71875 0.003
H -0.06827 0.49072 -3.10465 0.000
H -1.13339 1.69875 -2.22804 0.000
H 0.14902 0.83731 -1.32073 0.000
C -2.18523 0.58959 3.85835 0.020
C -1.15065 -0.14301 2.98349 0.029
C 0.17943 -0.24820 3.84137 0.001
C 0.06414 -1.39612 4.84371 0.000
C -0.34106 -2.71095 4.28292 0.000
C -1.66997 -2.67215 3.43555 0.027
N -1.62101 -1.46937 2.52026 0.435
O -2.61719 -1.34048 1.69925 0.430
C -2.85607 -2.60794 4.44036 0.020
C -1.60172 -3.99574 2.65164 0.004
C -0.74481 0.68926 1.75542 0.003
H -3.20144 0.38563 3.51499 0.002
H -2.14441 1.67389 3.71412 0.002
H -2.04556 0.47293 4.93080 0.000
H 0.44988 0.69583 4.30404 0.000
H 0.90570 -0.54591 3.08028 0.001
H -0.66656 -1.12786 5.62008 0.000
H 0.94265 -1.39353 5.49445 0.000
H -0.48096 -3.48336 5.03579 0.000
H 0.40046 -3.03925 3.54813 0.001
H -3.37539 -3.55724 4.56345 0.003
H -3.68386 -2.03695 4.00209 0.002
H -2.64844 -2.06306 5.35774 0.000
H -1.49093 -4.80457 3.37369 0.000
H -0.66653 -4.05657 2.09152 0.000
H -2.46822 -4.14967 2.01096 0.000
H 0.07719 0.10292 1.33378 0.000
H -0.34157 1.65376 2.05727 0.000
H -1.52659 0.79315 1.00319 -0.001
C 3.47170 -3.86308 -0.36953 0.000
C 2.49016 -2.67443 -0.43685 0.000
C 3.13677 -1.55429 -1.32819 0.000
C 3.32723 -1.90227 -2.80416 0.000
C 1.97439 -2.37278 -3.42079 0.000
C 1.12216 -3.28625 -2.51150 0.000
N 1.18763 -2.87776 -1.09877 -0.002
O 0.33872 -3.53482 -0.32273 -0.003
C 1.64749 -4.76365 -2.67197 0.000
C -0.26092 -3.33506 -3.14324 0.000
C 2.32121 -2.04812 0.92957 0.000
H 4.01378 -4.18258 -1.25811 0.000
H 2.94137 -4.74500 -0.00169 0.000
H 4.31066 -3.73338 0.31766 0.000
H 4.09072 -1.25804 -0.88778 0.000
H 2.49343 -0.67528 -1.23793 0.000
H 4.02016 -2.73258 -2.93781 0.000
H 3.70304 -0.98116 -3.24567 0.000
H 2.20600 -2.89114 -4.34956 0.000
H 1.39485 -1.47096 -3.63339 0.000
H 1.17609 -5.48592 -2.00876 0.000
H 2.71780 -4.61114 -2.59992 0.000
H 1.39643 -5.15242 -3.65886 0.000
H -1.00702 -3.94579 -2.63164 0.000
H -0.23549 -3.58244 -4.20142 0.000
H -0.70777 -2.32411 -3.11255 0.000
H 1.82225 -1.07738 0.94786 0.000
H 3.28372 -1.83981 1.40171 0.000
H 1.83986 -2.70528 1.65705 0.000
F 2.44846 3.51759 0.76832 0.000
C 2.87707 3.51512 -0.51298 0.000
C 3.36688 4.66961 -1.08156 0.000
C 3.80570 4.67825 -2.40466 0.000
C 3.71777 3.50014 -3.15127 0.000
C 3.13209 2.36728 -2.56489 0.000
C 2.73483 2.37382 -1.24625 0.000
H 3.32459 5.56953 -0.48059 0.000
H 4.08866 5.62822 -2.83515 0.000
H 4.06351 3.42302 -4.17167 0.000
H 3.06578 1.54730 -3.26937 0.000
H 2.24188 1.52084 -0.79788 0.000
```